Molecular formula: C12H8LaN2O4Se
Method: DFT, ωB97M-V with the def2-TZVPD basis set

The geometry in XYZ format:
```
28
Properties=species:S:1:pos:R:3:lowdin_charge:R:1
La 1.8147 1.2495 -2.1259 1.4521
O 1.3271 -0.8764 -4.6299 0.2713
C 1.6665 -0.0080 -3.9161 -0.1093
C 1.0799 3.3490 -2.4737 -0.1748
O 0.4160 4.2863 -2.3416 0.2414
C 3.8355 1.2014 -1.1633 -0.1739
O 4.6404 1.0106 -0.3640 0.2463
C 3.2972 2.2396 -3.6698 -0.0470
O 4.0467 2.7191 -4.4733 0.2492
C -1.7451 0.8418 -0.6323 -0.0069
N -0.9253 0.2389 0.4139 -0.0634
C 0.3139 0.6585 0.8532 -0.6400
Se 1.2578 2.2578 0.4706 0.8421
N 0.6446 -0.1979 1.8691 0.1431
C -0.3705 -1.1612 2.1143 -0.1610
C -0.4616 -2.1462 3.0391 0.0199
C -1.6325 -2.8951 3.0110 0.0040
C -2.6550 -2.6244 2.0731 0.0014
C -2.5331 -1.5984 1.1407 0.0142
C -1.3761 -0.8820 1.1841 -0.1454
H -2.7053 1.2025 -0.2379 0.1323
H -1.9514 0.1198 -1.4341 0.1128
H -1.2231 1.7069 -1.0721 0.0532
H 1.4810 -0.1290 2.4147 0.1675
H 0.3823 -2.2946 3.7476 0.1541
H -1.7570 -3.6995 3.7316 0.1365
H -3.5604 -3.2296 2.0839 0.1363
H -3.3072 -1.3393 0.3872 0.1441
```

total charge	+3
DFT total energy	-3304.3037	hartree

Molecular formula: C4H18AgNO7
Method: DFT, ωB97M-V with the def2-TZVPD basis set

The geometry in XYZ format:
```
31
Properties=species:S:1:pos:R:3:lowdin_charge:R:1
Ag -11.2964 5.8792 21.4185 0.8225
O -7.7955 7.7531 21.3646 -0.0675
H -7.6297 7.7785 20.4021 -0.0193
O -13.3897 7.2824 24.4750 -0.7108
H -13.6583 6.9416 25.3503 -0.2567
O -9.0616 3.0197 22.5491 -0.6543
H -9.5662 2.3824 23.0911 -0.2174
O -10.6868 4.2362 17.8986 -0.6997
H -10.6323 4.3506 16.9298 -0.2622
O -13.4330 8.1245 19.4467 -0.6962
H -12.9463 7.8123 18.6592 -0.2251
C -8.6548 9.1037 13.9666 -0.0697
C -7.9469 8.8259 15.2693 -0.4707
C -6.4622 9.2797 15.3242 -0.1969
O -5.7192 8.6993 14.2960 -0.2222
C -5.3086 7.3357 14.2103 -0.0831
N -8.6706 9.4930 16.2998 0.0261
H -8.4392 10.1264 13.6574 0.0758
H -9.7200 8.9652 14.1516 0.0792
H -8.3847 8.4265 13.1563 0.0699
H -8.1433 7.7680 15.4434 0.1378
H -6.0386 8.9418 16.2700 0.1138
H -6.4118 10.3644 15.4191 0.1200
H -6.1514 6.6732 14.4076 0.0855
H -4.6894 7.1356 15.0848 0.0785
H -4.7891 7.2485 13.2560 0.0853
H -9.6800 9.4566 16.2979 0.0849
H -8.4036 9.0498 17.1672 0.0794
O -14.3254 3.1633 21.6029 -0.0434
H -14.4047 2.2719 21.2634 0.0163
H -15.1889 3.3593 21.9665 0.0204
```

spin multiplicity	2
total charge	-3
DFT total energy	-891.0202	hartree

Molecular formula: C37H40N7O15
Method: DFT, ωB97M-V with the def2-TZVPD basis set

The geometry in XYZ format:
```
99
Properties=species:S:1:pos:R:3:lowdin_charge:R:1
C 34.4140 3.8570 2.6810 -0.8723
O 33.3300 4.1410 2.1720 -0.0452
O 35.1900 4.8870 3.1610 0.0251
O 34.9900 2.7590 2.7360 -0.0519
H 34.5740 5.6220 3.1980 0.0507
C 31.6290 7.2860 4.4810 -0.1108
C 32.2670 8.1880 5.4860 -0.0377
C 33.4510 9.1540 5.1330 0.0297
C 34.0370 8.9760 3.6970 -0.1073
C 33.3160 8.1400 2.7030 0.0596
C 32.0460 7.3070 3.1130 -0.0348
N 35.1310 9.9370 3.2620 -0.3489
O 35.2600 10.9940 3.9130 0.0317
O 35.7790 9.5190 2.2970 0.0656
H 30.6610 6.7010 4.5910 0.1079
H 31.9800 8.3730 6.5980 0.1116
H 34.0450 9.8930 5.7450 0.0983
H 33.5280 7.9390 1.7870 0.0189
H 31.3530 6.6820 2.4020 0.1369
C 37.0110 1.8720 -1.8310 -0.0039
C 36.1350 2.5360 -0.7000 0.0326
C 35.5390 3.8860 -0.9510 0.0024
C 35.7240 4.5800 -2.1550 -0.0645
C 36.6620 3.8680 -3.2800 0.0054
C 37.2610 2.6230 -3.0820 -0.1370
N 35.1180 5.9020 -2.5060 -0.3657
O 34.1770 6.3310 -1.7710 0.0315
O 35.6280 6.5210 -3.3760 0.0827
H 37.5640 0.8920 -1.6420 0.1035
H 35.9350 2.2280 0.2320 0.0191
H 34.7820 4.3170 -0.4250 0.0654
H 36.9380 4.4190 -4.2220 0.0985
H 37.8230 2.0080 -3.8630 0.1127
C 30.1690 1.5330 -0.2490 -0.0184
C 31.7100 1.9940 -0.2550 -0.0028
C 32.6080 1.1750 -0.8830 -0.0206
C 32.2930 -0.2310 -1.4380 -0.0558
C 30.7340 -0.4700 -1.6250 0.0715
C 29.7200 0.3940 -0.8790 -0.0878
N 33.1050 -1.2170 -2.1310 -0.3153
O 34.2550 -0.6970 -2.5380 -0.0080
O 32.7900 -2.4260 -2.1000 0.0417
H 29.4150 1.9710 0.2890 0.0457
H 31.9040 2.8880 0.3510 0.0862
H 33.6200 1.6230 -0.9360 0.0866
H 30.3950 -1.4880 -1.9860 0.0962
H 28.7670 0.0890 -0.7900 0.0436
C 31.6970 3.0200 7.4220 -0.0630
C 32.4300 3.6260 6.2610 0.0247
C 31.5390 3.6960 4.8970 0.0782
C 30.2020 2.9910 4.8160 -0.1010
C 29.6540 2.1550 5.9870 0.0379
C 30.5030 2.0970 7.3050 -0.0351
N 29.3210 3.1360 3.5820 -0.3540
O 29.2270 4.3520 3.1860 0.0153
O 28.7780 2.1280 3.2760 0.0942
H 32.3070 3.0420 8.3980 0.1033
H 33.2550 4.1820 6.1700 -0.0085
H 31.9380 4.4190 4.1110 0.0788
H 28.7450 1.5700 6.0170 0.0717
H 30.1610 1.7870 8.2200 0.0301
C 38.4150 2.9310 5.7500 -0.1226
C 36.9520 2.8590 5.7910 0.0322
C 36.2420 3.4190 7.0610 0.0558
C 37.0670 3.8760 8.1990 -0.1044
C 38.5740 4.2420 7.9010 0.1037
C 39.1560 3.5790 6.6570 -0.0986
N 36.4020 4.3500 9.4040 -0.2962
O 37.1020 4.9570 10.3370 -0.0129
O 35.1950 4.0270 9.6100 0.0384
H 38.9590 2.3890 4.8710 0.1383
H 36.4970 2.7620 4.8660 0.0419
H 35.1350 3.5840 7.1170 0.0850
H 39.1480 4.6900 8.5900 0.0335
H 40.1680 3.6590 6.4270 0.0698
C 34.8840 6.5200 6.8130 -0.3239
O 33.9890 6.4140 7.7430 -0.0670
N 35.8970 7.3460 6.9090 -0.2082
C 36.7050 7.5480 5.7570 -0.0854
C 36.2530 8.1050 8.1090 -0.0399
H 34.8290 6.0130 5.9140 0.0942
H 36.0260 7.2610 4.8210 0.0983
H 37.5820 6.7980 5.5680 0.1069
H 37.0160 8.7730 5.7210 0.1539
H 37.1610 7.5990 8.4460 0.0853
H 35.5120 8.1870 8.8940 0.0808
H 36.4800 9.2160 8.0560 0.1005
C 35.9580 -0.9480 1.7380 -0.2882
O 35.4420 -1.3500 0.6940 -0.0030
N 36.7800 -1.7330 2.4450 -0.1883
C 37.2740 -1.2990 3.6850 -0.0934
C 37.2600 -3.0070 1.9960 -0.0645
H 35.6210 -0.0400 2.0590 0.1050
H 36.5200 -0.7720 4.2680 0.1020
H 38.0290 -0.5540 3.7510 0.0738
H 37.7650 -1.8940 4.3390 0.0496
H 36.7770 -3.8080 2.6980 0.1116
H 38.4560 -3.1300 2.1770 0.1343
H 36.9010 -3.3860 1.0720 0.0567
```

total charge	-1
energy above the lowest of the compared OMol25 structures with the same formula, charge and spin	0.913	eV

Molecular formula: C4H3IN2O
Method: DFT, ωB97M-V with the def2-TZVPD basis set

The geometry in XYZ format:
```
11
Properties=species:S:1:pos:R:3:lowdin_charge:R:1
N -0.3802 -2.3335 -0.1076 0.2022
C 0.3862 -1.5225 0.1787 -0.2773
C 1.3974 -0.5517 0.5246 -0.8917
O 1.7186 -0.0266 1.5084 0.0487
I 2.7236 -0.4170 -1.1981 0.8452
C -0.1130 1.2875 -0.1114 -0.0623
C -1.4094 0.9111 -0.0424 -0.1757
N -2.4213 0.2142 -0.1853 0.1501
H 0.1371 1.4063 -1.1680 0.0699
H 0.3073 1.8159 0.6609 0.0422
H -2.3462 -0.7836 -0.0598 0.0486
```

SMILES string	N#CC(=O)I.C=C=N
total charge	0
energy above the lowest of the compared OMol25 structures with the same formula, charge and spin	1.468	eV